Entry 1
ORCA calculation (ωB97M-V/def2-TZVPD) on 2 unconnected molecules or ions with the total composition C3H2N2O2.

Last column: Mulliken charge in e.
Positions of all 9 atoms, in Å:
1 O -0.1214 -1.8378 2.0218  -0.38
2 C -0.4812 -1.2823 1.0770  0.50
3 N -1.0612 -0.8081 0.1700  -0.21
4 C -1.0890 -0.3752 -1.1560  0.24
5 O -0.0752 -0.5449 -1.8155  -0.47
6 H -2.1733 -0.2064 -1.3529  0.33
7 C 1.6459 1.6544 0.3485  0.08
8 N 1.1745 2.3884 1.0809  -0.35
9 H 2.1809 1.0119 -0.3737  0.27

Output
Structure (SMILES) ... O=C=NC=O.C#N
Frontier orbital gap ... 11.22 eV
Multiplicity ... 1

Entry 2
ORCA calculation (ωB97M-V/def2-TZVPD) on a single C3H2N2O2 molecule.

Last column: Mulliken charge in e.
Positions of all 9 atoms, in Å:
1 N 1.5563 -1.4773 1.9712  -0.34
2 C 0.8868 -0.7994 1.3370  0.14
3 C 0.1077 -0.0768 0.3210  0.56
4 N -0.9843 0.4865 0.5477  -0.27
5 O -1.4961 0.7520 -0.6631  -0.23
6 C -0.3369 0.7252 -1.6975  -0.02
7 O 0.5748 0.0079 -0.9622  -0.33
8 H 0.0759 1.6348 -1.8675  0.26
9 H -0.6549 0.1283 -2.5257  0.21

Output
Structure (SMILES) ... N#CC1=NOCO1
Frontier orbital gap ... 10.34 eV
Multiplicity ... 1

Entry 3
ORCA calculation (ωB97M-V/def2-TZVPD) on a molecular structure, C3H2N2O2.

Last column: Mulliken charge in e.
Positions of all 9 atoms, in Å:
1 O -2.4328 -0.7887 -0.1359  -0.41
2 C -1.7789 0.2137 -0.0496  0.06
3 C -0.3586 0.2782 -0.0001  0.58
4 N 0.5920 1.0613 0.0828  -0.33
5 C 1.6862 0.1612 0.0676  -0.26
6 N 1.4616 -1.1122 -0.0143  -0.12
7 O 0.2810 -1.5794 -0.0807  -0.25
8 H -2.1398 1.2439 0.0073  0.31
9 H 2.6891 0.5219 0.1229  0.42

Output
Frontier orbital gap ... 8.67 eV
Multiplicity ... 1

Entry 4
ORCA calculation (ωB97M-V/def2-TZVPD) on a single C3H2N2O2 molecule.

Last column: Mulliken charge in e.
Positions of all 9 atoms, in Å:
1 O 1.2256 -0.1721 2.2079  -0.40
2 C 0.2398 0.2710 1.6809  -0.05
3 C 0.2267 0.5953 0.1877  0.66
4 O 0.9762 1.3800 -0.3264  -0.46
5 N -0.8196 -0.1215 -0.4671  -0.28
6 C -0.3921 -0.8485 -1.6083  0.24
7 N -0.8007 0.2377 -2.0292  -0.33
8 H -0.6981 0.4644 2.2325  0.32
9 H 0.0421 -1.8064 -1.8781  0.31

Output
Structure (SMILES) ... O=CC(=O)N1C=N1
Frontier orbital gap ... 9.75 eV
Multiplicity ... 1

From most stable to least stable, the computed energies give entry 1, entry 2, entry 4, entry 3.

Entry 1
ORCA calculation (ωB97M-V/def2-TZVPD) on a single C2H9N5O molecule.

Last column: Mulliken charge in e.
Positions of all 17 atoms, in Å:
1 N 2.5044 -0.7625 -0.1725  -0.58
2 C 1.4784 0.2645 0.1025  0.27
3 O 1.6404 1.4553 0.2454  -0.59
4 N 0.3803 -0.4870 -0.0419  -0.27
5 C -0.9832 0.0915 0.0555  0.70
6 N -1.8573 -1.0595 0.0719  -0.66
7 N -1.1981 0.8382 1.2677  -0.72
8 N -1.2496 0.9818 -1.0626  -0.71
9 H 3.3304 -0.4024 -0.6328  0.24
10 H 2.7945 -1.3759 0.5782  0.23
11 H 1.0504 -1.4367 -0.2847  0.45
12 H -1.8044 -1.5494 -0.8146  0.24
13 H -2.8078 -0.7319 0.1980  0.30
14 H -0.5283 1.5979 1.3332  0.30
15 H -1.0769 0.2250 2.0648  0.28
16 H -0.6856 1.8219 -0.9766  0.29
17 H -0.9875 0.5292 -1.9315  0.24

Output
Structure (SMILES) ... NC(=O)NC(N)(N)N
Frontier orbital gap ... 9.87 eV
Multiplicity ... 1

Entry 2
ORCA calculation (ωB97M-V/def2-TZVPD) on 2 unconnected molecules or ions with the total composition C2H9N5O.

Last column: Mulliken charge in e.
Positions of all 17 atoms, in Å:
1 C -0.6365 -0.9900 -2.0885  -0.89
2 N -0.5256 0.0947 -1.1025  -0.42
3 C 1.0113 0.0215 -0.2604  0.12
4 O 1.8835 0.5157 -0.9368  -0.61
5 N 0.5936 0.8466 1.2429  -0.13
6 N 1.2199 0.4520 2.4391  -0.63
7 H -0.7540 -1.9364 -1.5596  0.33
8 H -1.4967 -0.8332 -2.7458  0.34
9 H 0.2683 -1.0360 -2.6949  0.33
10 H -0.4244 0.9843 -1.5857  0.31
11 H -1.4995 0.1589 -0.2935  0.46
12 H 1.0810 -1.0045 0.1425  0.28
13 H 0.6603 1.8585 1.1506  0.24
14 H 1.5805 -0.4907 2.3269  0.24
15 H 0.5216 0.4344 3.1845  0.25
16 N -1.3827 0.5835 1.8191  0.25
17 N -2.1007 0.3407 0.9621  -0.44

Output
Structure (SMILES) ... C[NH2+][C@@H]([O-])NN.N#N
Frontier orbital gap (spin up / spin down) ... 8.64 / 8.64 eV
Multiplicity ... 1

From most stable to least stable, the computed energies give entry 1, entry 2.

Entry 1
ORCA calculation (ωB97M-V/def2-TZVPD) on a molecular structure, C4H10NS.

Last column: Mulliken charge in e.
Positions of all 16 atoms, in Å:
1 C -0.7680 0.1457 -0.1697  0.35
2 C 0.7307 0.0382 -0.5082  -0.68
3 C 0.2763 0.8681 0.5607  -0.38
4 C -1.7033 0.9246 -1.0732  -1.50
5 N 1.4551 -1.2207 -0.1664  -0.19
6 S 1.0717 -0.3302 2.4959  -0.38
7 H -1.1930 -0.7283 0.2282  0.49
8 H 1.0610 0.5163 -1.3784  0.46
9 H 0.3886 1.8298 0.8905  0.47
10 H -1.9957 1.8713 -0.6839  0.37
11 H -2.5497 0.3568 -1.1885  0.41
12 H -1.3673 0.9176 -2.1375  0.35
13 H 0.9535 -1.8456 -0.7951  0.37
14 H 1.2282 -1.3840 0.8863  0.29
15 H 2.4718 -1.1601 -0.2388  0.34
16 H -0.0597 -0.7995 3.2781  0.24

Output
Frontier orbital gap ... 8.94 eV
Multiplicity ... 1
Total charge ... +1

Entry 2
ORCA calculation (ωB97M-V/def2-TZVPD) on 2 unconnected molecules or ions with the total composition C4H10NS.

Last column: Mulliken charge in e.
Positions of all 16 atoms, in Å:
1 C -2.0946 0.6974 -0.3590  -0.30
2 C -1.1682 0.8698 0.7836  -0.29
3 C -0.2244 -0.8009 -0.7901  -0.87
4 C 2.0409 -1.0381 0.6737  -0.61
5 N -0.6449 0.5261 -0.5045  0.11
6 S 2.8206 0.5070 0.6583  -0.05
7 H -2.6386 -0.2428 -0.4122  0.26
8 H -2.5135 1.5645 -0.9555  0.25
9 H -0.7821 1.7725 1.3401  0.28
10 H -1.3222 -0.0317 1.5678  0.21
11 H -0.6536 -1.6798 -0.2857  0.33
12 H 0.3800 -0.8702 -1.7208  0.41
13 H 1.7444 -1.3450 1.7308  0.32
14 H 2.2979 -1.7284 -0.1508  0.39
15 H 0.0100 1.2958 -0.9557  0.43
16 H 2.7483 0.5039 -0.6202  0.12

Output
Frontier orbital gap (spin up / spin down) ... 9.00 / 7.27 eV
Multiplicity ... 1
Total charge ... +1

From most stable to least stable, the computed energies give entry 1, entry 2.

Entry 1
ORCA calculation (ωB97M-V/def2-TZVPD) on a molecular structure, C5H12NO2P.

Last column: Mulliken charge in e.
Positions of all 21 atoms, in Å:
1 C -2.2716 -0.3339 1.1411  0.76
2 C 2.1045 -0.7661 0.9984  -1.33
3 C 1.2567 1.2532 -0.9241  -0.89
4 C 0.9806 -1.0646 0.0010  -0.45
5 C -1.9645 -0.4795 -0.2246  -0.28
6 N 0.2721 0.2468 -0.3659  -0.33
7 O -3.3018 -0.5143 0.4210  -0.39
8 O -1.7646 -0.0922 2.2009  -0.56
9 P -1.7936 1.0047 -1.2555  -0.14
10 H 1.6883 -0.8226 1.9984  0.30
11 H 2.7965 -1.4984 0.8793  0.48
12 H 2.5834 0.0985 0.7103  0.37
13 H 1.9665 0.7131 -1.6733  0.27
14 H 0.5601 1.8559 -1.5043  0.32
15 H 1.8274 1.7406 -0.1707  0.32
16 H 0.3649 -1.8875 0.3111  0.34
17 H 1.4578 -1.5923 -0.9324  0.32
18 H -1.7502 -1.4576 -0.6234  0.49
19 H 0.0524 0.6495 0.5279  0.33
20 H -3.3763 1.0901 -1.3484  0.06
21 H -1.6887 1.8566 -0.1669  0.02

Output
Frontier orbital gap ... 9.55 eV
Multiplicity ... 1

Entry 2
ORCA calculation (ωB97M-V/def2-TZVPD) on a single C5H12NO2P molecule.

Last column: Mulliken charge in e.
Positions of all 21 atoms, in Å:
1 C 1.1438 1.0802 -0.0702  -0.71
2 C 1.0052 0.5312 1.3148  -0.62
3 C 0.5208 0.0871 -1.1268  0.44
4 C 1.1022 0.4714 -2.4768  -1.69
5 C -1.6397 -1.9418 1.5861  -0.87
6 N -0.9355 0.0152 -1.2227  -0.76
7 O -2.7936 0.6088 1.4864  -0.59
8 O -0.3062 0.4890 1.8115  -0.34
9 P -1.6225 -0.1584 1.1446  0.85
10 H 0.6303 2.0278 -0.1431  0.35
11 H 2.2021 1.3013 -0.2691  0.42
12 H 1.2678 -0.4972 1.2537  0.37
13 H 1.4996 1.0084 2.1700  0.30
14 H 0.8275 -0.9112 -0.6850  0.33
15 H 1.0896 1.5298 -2.5367  0.39
16 H 0.4260 0.2662 -3.1873  0.60
17 H 2.0838 -0.0477 -2.6708  0.30
18 H -2.6383 -2.3371 1.1675  0.30
19 H -0.7560 -2.5513 1.3004  0.29
20 H -1.8632 -2.0006 2.6503  0.35
21 H -1.2438 1.0289 -1.4968  0.30

Output
Frontier orbital gap (spin up / spin down) ... 8.88 / 8.87 eV
Multiplicity ... 1

From most stable to least stable, the computed energies give entry 2, entry 1.